--- one ---
Here is a gas-phase ion, C10H19N2O2 (charge +1) from the Open Molecules 2025 dataset. Energies are from ωB97M-V/def2-TZVPD.

The total charge is +1. Its structure (SMILES) is CC(C)C[C@H](C)COn1cc[nH+]c1O. The LUMO energy comes out at -2.773 eV.

XYZ file:
```
33
C10H19N2O2 ωB97M-V/def2-TZVPD
C -1.083 -1.809 -0.378
C 0.140 -1.799 -1.381
C -0.436 -1.224 -2.767
C 1.334 -0.840 -0.979
C 1.748 -0.852 0.549
C 1.745 -2.275 1.247
C 0.934 0.167 1.454
O 1.031 1.552 0.994
N -0.176 2.144 0.965
C -1.159 2.284 2.005
C -2.322 2.961 1.490
N -2.002 3.258 0.132
C -0.737 2.774 -0.131
O -0.170 2.942 -1.364
H -1.972 -2.289 -0.898
H -1.406 -0.772 -0.087
H -0.881 -2.476 0.515
H 0.479 -2.865 -1.570
H 0.372 -1.132 -3.549
H -1.331 -1.811 -3.120
H -0.837 -0.188 -2.516
H 1.127 0.209 -1.366
H 2.248 -1.182 -1.561
H 2.824 -0.483 0.586
H 1.553 -3.139 0.561
H 0.947 -2.302 2.056
H 2.740 -2.406 1.765
H -0.117 -0.209 1.577
H 1.418 0.136 2.477
H -0.946 1.868 3.020
H -3.241 3.164 2.088
H -2.630 3.737 -0.517
H 0.807 2.859 -1.295
```

***

--- two ---
Here is a gas-phase ion, C10H19N2O2 (charge +1) from the Open Molecules 2025 dataset. Energies are from ωB97M-V/def2-TZVPD.

The total charge is +1. The LUMO energy comes out at -5.544 eV.

XYZ file:
```
33
C10H19N2O2 ωB97M-V/def2-TZVPD
C -1.239 -1.133 0.720
C -0.737 0.256 -1.339
C -1.314 0.301 1.357
C -2.009 0.951 -0.836
C -0.397 -1.080 -0.597
C -1.686 1.409 0.554
C 1.258 -1.133 -0.452
C -1.675 2.835 1.019
C 1.896 -1.245 -1.912
C 1.689 -2.316 0.472
N 1.086 0.855 0.751
N 1.820 0.029 0.137
O 3.056 0.263 0.097
O 1.661 1.896 1.269
H -0.675 -1.837 1.424
H -2.191 -1.636 0.517
H -0.967 0.080 -2.445
H 0.112 1.025 -1.282
H -2.233 0.179 2.116
H -0.615 0.490 2.174
H -2.310 1.744 -1.556
H -2.938 0.271 -0.859
H -0.639 -1.884 -1.221
H -0.630 3.265 1.496
H -2.462 2.885 1.916
H -1.887 3.552 0.250
H 1.214 -1.889 -2.472
H 2.952 -1.615 -1.689
H 1.969 -0.354 -2.576
H 2.774 -2.450 0.486
H 1.229 -3.393 0.078
H 1.327 -2.117 1.426
H 2.562 1.795 0.979
```

***

Most stable of them? one.